#i
{
  "formula": "C7H17NO",
  "method": "ωB97M-V with the def2-TZVPD basis set",
  "species": ["C", "C", "N", "C", "C", "C", "O", "H", "H", "H", "H", "H", "H", "H", "H", "H", "H", "H", "C", "C", "H", "H", "H", "H", "H", "H"],
  "xyz": [[-2.58, -1.36, -0.87], [-1.25, -0.70, -1.19], [-1.39, 0.73, -1.55], [-2.68, 1.41, -1.62], [-0.37, 1.59, -1.16], [0.95, 0.88, -1.03], [-0.54, 2.78, -1.04], [-2.98, -2.02, -1.62], [-3.37, -0.71, -0.50], [-2.51, -1.89, 0.08], [-0.53, -0.75, -0.38], [-0.84, -1.28, -2.03], [-3.38, 0.84, -2.22], [-3.19, 1.64, -0.68], [-2.46, 2.39, -2.01], [1.16, 0.23, -1.89], [1.77, 1.56, -0.92], [1.05, 0.25, -0.16], [2.43, -0.37, 3.11], [3.36, -1.02, 2.09], [2.27, -1.02, 3.97], [2.88, 0.55, 3.48], [1.44, -0.19, 2.68], [2.90, -1.95, 1.79], [4.36, -1.13, 2.49], [3.50, -0.45, 1.17]],
  "mulliken_charge": [-1.3151, 0.0517, 0.0426, -1.1583, 0.8482, -1.2900, -0.6075, 0.2934, 0.3883, 0.3796, 0.0985, 0.1776, 0.4080, 0.3442, 0.3718, 0.3759, 0.3669, 0.2178, -0.7680, -0.8213, 0.2854, 0.2679, 0.2189, 0.2616, 0.3280, 0.2337],
  "mol_weight_g_mol": 131.22,
  "smiles": "CCN(C)C(C)=O.CC",
  "e_lumo_ev": 0.700,
  "homo_energy_ev": -9.09
}

---

#ii
{
  "formula": "C7H17NO",
  "method": "ωB97M-V with the def2-TZVPD basis set",
  "species": ["C", "C", "C", "C", "C", "C", "C", "N", "O", "H", "H", "H", "H", "H", "H", "H", "H", "H", "H", "H", "H", "H", "H", "H", "H", "H"],
  "xyz": [[-0.99, 0.83, -0.28], [1.09, -0.66, 0.40], [0.98, 0.64, -0.15], [-1.89, -0.37, -0.08], [-1.09, 1.36, -1.70], [0.79, -0.88, 1.86], [0.99, -1.88, -0.47], [-1.32, 1.87, 0.64], [2.97, -0.18, 0.47], [3.38, -0.36, -0.39], [-1.93, 1.62, 1.41], [-0.82, 2.74, 0.52], [1.37, 0.79, -1.15], [1.20, 1.47, 0.52], [-1.68, -1.17, -0.79], [-0.79, 0.60, -2.42], [-2.94, -0.09, -0.26], [-1.90, -0.73, 0.95], [-2.12, 1.66, -1.92], [-0.46, 2.24, -1.86], [1.56, -1.53, 2.29], [1.79, -2.58, -0.19], [-0.16, -1.40, 2.03], [0.81, 0.06, 2.42], [1.11, -1.64, -1.53], [0.06, -2.43, -0.31]],
  "mulliken_charge": [1.5463, 1.7525, -1.2533, -1.7782, -1.7222, -1.5577, -1.5763, -0.5180, -0.7168, 0.2471, 0.1839, 0.2040, 0.3831, 0.3474, 0.2945, 0.3031, 0.4975, 0.3373, 0.4300, 0.4160, 0.3977, 0.4297, 0.3278, 0.3319, 0.3267, 0.3663],
  "mol_weight_g_mol": 131.22,
  "e_lumo_ev": 0.705,
  "homo_energy_ev": -7.41
}

---

Quick one: most stable of them? #i